{
  "formula": "C25H17ClF6N3O2RhS",
  "method": "ωB97M-V with the def2-TZVPD basis set",
  "elements": ["C", "F", "C", "H", "C", "H", "C", "N", "H", "H", "N", "H", "C", "C", "C", "Cl", "C", "C", "F", "F", "H", "C", "C", "O", "F", "O", "C", "C", "H", "H", "C", "Rh", "S", "C", "H", "F", "H", "H", "H", "F", "C", "C", "H", "C", "H", "C", "C", "C", "N", "H", "C", "C", "C", "C", "H", "H"],
  "xyz": [[1.77359, 3.85030, -2.71975], [-2.40503, -0.40688, -3.22046], [-2.05770, -2.50937, -1.44310], [4.55991, -4.54469, 1.03393], [0.59043, 2.86817, -0.86394], [-2.44816, -2.67281, 4.79721], [-3.35229, -1.20301, 3.51636], [-0.56411, 1.70884, 0.86703], [2.14069, -5.05718, 0.68673], [-2.60700, 1.74491, 1.00883], [1.51853, 1.88250, -0.77027], [-3.99203, 0.32234, 2.18054], [1.58338, -2.99303, 0.70708], [-0.71410, -0.46916, 2.84436], [-1.84072, 0.21246, 2.28207], [-4.96143, -1.69034, 3.94419], [-1.03936, -1.36271, -1.43534], [-2.26200, -1.86478, 4.10228], [0.51242, -3.05329, -2.15020], [-2.64461, 0.39110, -1.22910], [1.87865, 4.61899, -3.47539], [-1.31635, 4.88481, -0.92064], [-0.50712, 2.82118, 0.03332], [-0.64292, -1.09950, -0.16277], [1.24521, -1.02413, -2.20637], [0.50534, -0.15553, 2.56802], [2.68831, 2.84008, -2.61201], [-0.98176, -1.50114, 3.77893], [-1.64282, -3.33379, -0.86788], [3.54538, 2.78130, -3.26788], [3.83305, -3.74449, 0.97595], [0.95612, 0.26114, 0.59702], [3.54545, 0.26380, 1.14505], [2.52810, 1.86730, -1.61500], [-2.05891, 5.67199, -0.92162], [-0.16222, -1.69857, -3.69330], [5.27057, -2.15002, 1.24853], [-2.22285, 3.87339, 0.75117], [-0.26057, 5.68426, -2.59254], [-0.86572, 0.85675, -2.37652], [-3.14655, -0.18523, 2.62946], [2.48272, -4.03730, 0.78644], [-2.28859, -2.83968, -2.45490], [4.23749, -2.43065, 1.09937], [-0.12980, -1.99627, 4.22597], [3.26503, -1.43307, 1.00692], [-1.68816, 1.27987, 1.36185], [-1.73988, -0.12976, -2.08352], [1.98171, -1.72949, 0.79721], [-2.96471, -2.16382, -0.94927], [0.14117, -1.78025, -2.38137], [-1.42017, 3.85626, 0.02653], [0.68296, 3.89810, -1.82662], [-0.30845, 4.90121, -1.84666], [0.52020, -3.15254, 0.57632], [3.24965, 1.07141, -1.49227]],
  "de_lowest_kj_mol": 142.86,
  "lumo_ha": -0.04747,
  "charge": 0
}

=====

{
  "formula": "C27H37Br2ClF5N2O6",
  "method": "ωB97M-V with the def2-TZVPD basis set",
  "elements": ["H", "Br", "H", "C", "C", "O", "C", "C", "N", "C", "C", "H", "H", "C", "H", "H", "H", "H", "H", "C", "H", "C", "C", "Cl", "C", "H", "H", "C", "H", "F", "H", "C", "H", "C", "H", "H", "C", "F", "H", "H", "H", "C", "H", "H", "C", "H", "H", "F", "H", "F", "C", "O", "Br", "H", "H", "C", "H", "C", "H", "C", "H", "H", "O", "O", "C", "H", "O", "C", "H", "C", "H", "C", "H", "H", "N", "F", "O", "H", "C", "C"],
  "xyz": [[-0.41312, -3.95789, -0.58150], [-0.17886, -2.89590, 2.99564], [-0.68947, -2.45559, -2.06068], [-2.31716, -3.71133, 1.29128], [2.44241, -0.79837, -1.17626], [3.70289, 2.49361, -2.66477], [-0.99354, -2.79972, 1.14095], [-2.41423, -1.10040, -0.41527], [-0.01669, -3.59294, 0.30159], [2.39612, 0.77542, -1.48240], [1.24914, -2.87584, -0.03992], [-2.86807, -2.05432, -0.84864], [-4.33231, -0.59272, -1.67542], [2.98120, 7.86265, 1.43407], [-2.14855, -0.42955, -1.30128], [4.36025, 0.98282, -4.39087], [-5.34498, -1.30797, -0.24556], [1.94135, 0.18686, 1.30274], [-5.55838, 0.65645, 1.66100], [0.36148, 1.73774, 1.32216], [1.37098, 1.20009, -1.72925], [1.00622, -1.45897, -0.81856], [-4.69998, -0.42131, -0.60798], [-1.05311, 2.15415, 2.44185], [0.29079, -1.85819, -2.22073], [-6.94314, 2.31147, 2.85708], [-1.08556, -0.03724, -3.12186], [3.77054, 7.93041, 0.29666], [3.41261, -0.31289, -3.93996], [-4.28411, -4.01787, 2.73122], [-0.28287, 0.32908, -0.57986], [3.75032, -3.81293, -0.00231], [0.25572, -4.38389, 0.93307], [-1.24901, -1.30780, 0.65795], [2.82454, -1.30842, -2.13772], [4.46670, 6.94882, -1.47355], [0.07251, -0.53118, 0.10385], [-3.27187, -1.98223, 2.89758], [2.59820, -3.42115, -1.85357], [0.50318, -0.19785, 2.37174], [4.45207, -4.44506, -0.66651], [2.33636, -3.79958, -0.81257], [2.67381, -5.03947, 1.65402], [2.74821, 1.30647, -0.52097], [2.32039, 5.63153, 0.80774], [-4.31674, -2.62272, 1.21265], [-6.83920, 2.82308, -0.03194], [4.47423, 9.04545, 0.04895], [1.62074, 6.64760, 2.57136], [-2.76384, -4.32148, 0.09831], [3.41698, 1.26489, -2.62068], [0.75312, -0.25687, -3.99665], [1.81387, -5.69847, -1.03495], [-1.56196, -0.70849, 1.59404], [-6.92897, -0.11269, 0.66128], [-7.08285, 2.14440, 0.85535], [1.75119, 4.72956, 1.00902], [-3.56792, -3.01750, 1.98936], [4.22911, -2.78365, 0.06770], [-0.10151, -0.61064, -3.13290], [-8.19795, 1.89358, 0.76953], [3.17940, 4.86780, -1.01189], [-5.36720, 0.83598, -0.44346], [0.87825, 2.59918, 0.60546], [2.24769, 6.70847, 1.68826], [0.94480, -2.53861, -2.87429], [-6.77223, 2.87751, 2.07232], [3.12053, 5.70925, -0.32889], [1.79932, -2.55484, 0.92479], [0.80487, 0.17568, 1.34206], [2.94379, 8.70758, 2.11165], [3.64810, -4.48855, 1.44830], [4.54875, -5.17262, 1.67062], [3.19218, -0.94255, -0.31181], [4.08209, 0.39360, -3.58103], [-1.92872, -4.80013, 2.15730], [-3.51531, -0.41376, 0.27218], [3.72587, -3.63329, 2.22181], [3.84567, 6.86723, -0.58934], [-6.21914, 0.78705, 0.73131]],
  "lumo_ha": -0.14506,
  "charge": 1
}

=====

{
  "formula": "C11H18N2O3",
  "method": "ωB97M-V with the def2-TZVPD basis set",
  "elements": ["N", "H", "H", "C", "C", "H", "H", "H", "H", "C", "O", "H", "H", "C", "C", "H", "O", "H", "C", "C", "H", "H", "O", "N", "C", "H", "H", "H", "C", "H", "C", "C", "H", "H"],
  "xyz": [[0.15803, 0.79031, -1.17928], [2.28946, -1.84823, -2.90630], [-1.34266, 1.17321, 3.73522], [-0.77108, 1.19127, -0.24374], [2.62189, -2.83190, -1.02922], [-0.19960, 0.22932, 1.58495], [-0.18857, -2.18191, -1.16323], [3.54614, -1.80428, 0.63973], [0.10148, 1.22166, -2.11549], [2.55927, -1.81134, 0.15060], [-3.43871, 3.14013, 0.70576], [3.02445, -0.13003, -1.13962], [2.26995, 0.29559, 0.41846], [2.27292, -0.42034, -0.39787], [-1.10812, 0.41843, 1.00093], [-4.01846, 0.97562, 2.39444], [-1.63048, 3.13217, -1.48782], [3.65174, -2.82615, -1.40674], [-1.58987, 2.25173, -0.42001], [1.69130, -2.46240, -2.22480], [-2.41951, 2.49743, 3.44137], [-1.49427, -0.54110, 0.73624], [-3.26691, 0.43115, 2.11571], [0.88684, -0.43421, -1.00799], [-2.15524, 1.25584, 1.74060], [1.78204, -2.14317, 0.88589], [2.34571, -3.83151, -0.66387], [1.35646, -3.36413, -2.74545], [-2.50008, 2.30541, 0.68478], [-0.77507, 2.59107, 2.76439], [-1.61231, 1.91375, 2.98417], [0.46637, -1.59112, -1.80336], [-2.43570, 3.67651, -1.35697], [-0.07742, -1.26878, -2.69150]],
  "smiles": "C[C@]1(O)CC(NN2CCCCC2)=C(O)C1=O",
  "de_lowest_kj_mol": 375.97,
  "lumo_ha": 0.02504,
  "charge": 0
}

=====

{
  "formula": "C23H18F12N3O3PtS",
  "method": "ωB97M-V with the def2-TZVPD basis set",
  "elements": ["C", "C", "F", "H", "C", "F", "C", "C", "H", "C", "H", "C", "Pt", "F", "C", "C", "H", "H", "C", "C", "C", "F", "F", "O", "C", "F", "C", "H", "C", "F", "O", "C", "F", "H", "H", "H", "F", "F", "N", "H", "C", "H", "C", "F", "H", "N", "O", "C", "C", "H", "C", "N", "H", "H", "F", "C", "C", "H", "S", "H", "H"],
  "xyz": [[-1.24544, 2.10556, -2.86355], [-0.67723, 4.17948, -1.55733], [1.44368, -2.33358, 3.50940], [3.84814, 5.11168, -3.69227], [-3.22419, -3.58599, -0.75782], [4.19415, 0.43378, 2.04648], [3.84079, 2.26936, -2.45487], [2.03929, -1.13569, 3.54198], [4.65557, 3.75644, -4.48560], [3.07466, 3.19337, -3.15660], [-2.65958, -3.78279, 0.15352], [-0.39865, 2.63888, -1.65480], [-0.50047, -0.02044, 0.18090], [1.48130, -0.47804, 4.55912], [1.83986, 1.36569, -1.37055], [2.58027, -1.49033, -1.38459], [4.91468, 2.24277, -2.58360], [0.59301, -1.90924, -2.30618], [1.88622, -0.34895, 2.20043], [3.69218, 4.13256, -4.14665], [3.53262, -3.11352, 0.09934], [-1.79773, 4.42330, -0.88178], [-2.54694, 2.39526, -2.77390], [0.63857, 0.10427, 2.18297], [3.28080, -2.65803, -1.18594], [2.95647, 1.41977, 3.49670], [-2.23527, -0.60727, 0.57536], [-3.53280, -4.54227, -1.18834], [3.24049, 1.38445, -1.59693], [2.67387, 1.80065, 1.41095], [-0.89397, 2.12928, -0.53374], [3.06490, -2.36120, 1.16913], [-0.84799, 4.80780, -2.74896], [3.84881, 0.68187, -1.04557], [2.43163, -1.10891, -2.38907], [3.63825, -3.21732, -2.03861], [-1.17282, 0.75622, -2.90538], [-0.85913, 2.50622, -4.09222], [-0.37495, -2.11152, -2.51351], [-4.10266, -2.98837, -0.52029], [2.33931, -1.19548, 1.00016], [4.96122, -4.25357, 1.20369], [2.06047, -0.73965, -0.31041], [3.32010, -1.36309, 3.92431], [1.15022, 4.01948, -3.38281], [1.31571, 0.39673, -0.58978], [-3.34901, -0.82873, 0.76151], [-1.04826, -2.73059, -1.51051], [2.92064, 0.83506, 2.29267], [3.59602, -5.18131, 0.58612], [4.29271, -4.37650, 0.35443], [-2.37309, -2.87580, -1.67500], [-2.81412, -2.34879, -2.41346], [3.30174, -2.72679, 2.15283], [0.30004, 4.84580, -0.93626], [1.71607, 3.25870, -2.87072], [1.08565, 2.40489, -1.97999], [-0.85047, -1.43989, -3.09582], [-0.21702, -3.43710, -0.25446], [3.04206, 4.26555, -5.00898], [4.87489, -4.66506, -0.51727]],
  "lumo_ha": [0.04730, 0.04669],
  "charge": -1
}

=====

{
  "formula": "C6H4N2",
  "method": "ωB97M-V with the def2-TZVPD basis set",
  "elements": ["N", "H", "C", "C", "N", "C", "H", "H", "C", "H", "C", "C"],
  "xyz": [[-0.54988, -0.09775, -1.77237], [1.85248, -1.25539, 2.22134], [1.01707, -1.52907, 0.10839], [-0.45286, 0.25997, 0.58115], [0.41861, 0.20413, 1.55077], [-1.11484, 1.16722, -1.32290], [-1.47425, 2.27012, 0.33624], [-1.50991, 1.61186, -2.21159], [1.20697, -1.03635, 1.35324], [1.82212, -2.33409, -0.31521], [-1.07789, 1.39847, 0.05662], [-0.13762, -0.65912, -0.58567]],
  "smiles": "C1=CC2=NC=CC2=N1",
  "de_lowest_kj_mol": 376.20,
  "lumo_ha": -0.06895,
  "charge": 0
}

=====

{
  "formula": "C45H61Cl2HgN3O3S3",
  "method": "ωB97M-V with the def2-TZVPD basis set",
  "elements": ["H", "H", "S", "H", "H", "H", "H", "C", "H", "H", "C", "C", "H", "Cl", "C", "C", "C", "C", "H", "H", "C", "C", "C", "C", "C", "C", "H", "H", "H", "H", "H", "H", "H", "S", "H", "C", "O", "H", "C", "Hg", "C", "H", "C", "C", "H", "H", "H", "H", "H", "H", "H", "H", "Cl", "C", "C", "C", "H", "H", "C", "C", "C", "N", "C", "H", "H", "H", "C", "C", "H", "H", "S", "H", "C", "C", "H", "H", "H", "H", "H", "H", "H", "C", "O", "N", "H", "C", "H", "H", "H", "H", "H", "C", "C", "C", "C", "H", "H", "C", "C", "H", "H", "C", "N", "C", "C", "C", "H", "O", "H", "C", "H", "H", "H", "H", "C", "H", "C", "C"],
  "xyz": [[-2.71456, 3.85088, 1.07606], [-4.95079, 0.12053, -3.58404], [0.69934, -3.71414, -1.66852], [1.51314, 4.62776, -2.65761], [4.73101, 2.09705, 4.37571], [0.08562, -2.44268, 3.45239], [3.57291, 4.45804, -4.98947], [2.88454, 3.62558, -4.84540], [0.09827, -5.39079, -5.02853], [-2.44167, -0.80325, -5.62724], [1.89930, 1.50816, -1.81726], [2.45637, 3.58892, 4.03184], [-4.84588, 2.68406, 3.92633], [-1.41067, 0.19753, 2.06728], [2.67722, 1.62634, 2.52063], [-1.97458, -0.31770, -4.77037], [2.93055, 3.15885, -3.38793], [0.01558, -1.80751, -4.84054], [2.48963, -2.24373, 6.21953], [-4.81577, 1.63108, -2.65106], [0.04048, 0.03195, -2.45198], [-4.68848, 1.20533, 1.78310], [-2.33705, -6.26978, -1.13635], [1.49286, -0.87325, 1.85925], [-3.76928, -0.77329, 5.09550], [2.66819, 0.55148, 3.41962], [1.24489, -4.67912, -3.87117], [-1.88865, -7.25447, -1.30323], [3.12103, 0.69976, 4.38662], [-4.88562, 4.15260, 2.94162], [-3.35718, 3.57938, 3.60661], [-5.34066, 0.82972, 2.55925], [4.46326, 2.44479, -2.02646], [-2.43556, -2.87019, 1.27433], [-3.04526, -6.05176, -1.94277], [3.43272, 3.93086, 1.77155], [0.97965, -1.99421, 1.51092], [-0.96913, -6.48263, -3.13666], [1.96547, 2.01156, -3.10006], [-0.58736, -1.71238, -0.05797], [-4.45137, 0.44421, 0.65239], [3.17790, 2.82493, -5.51957], [-4.30575, 3.25919, 3.17857], [0.64514, -5.55849, -4.09714], [-4.90217, -0.52926, 0.52584], [-2.33180, 0.70762, -4.71211], [3.95072, 4.83154, 2.10170], [3.18545, 5.20793, -2.68644], [3.68968, -1.22327, 5.43405], [2.30330, -3.30598, 2.68349], [2.45130, 4.22463, 1.40793], [5.21398, 3.65492, 3.70996], [-4.37645, -4.20431, 3.21279], [2.04555, 1.46551, 1.30613], [-2.47851, -0.71772, 3.06703], [2.07845, -0.66155, 3.14311], [1.30435, -6.42235, -4.21742], [-0.45792, -2.40681, -5.61902], [4.36491, 2.72098, -3.07087], [2.62186, -1.41138, 5.52829], [-3.79367, -2.62835, 3.58730], [0.82567, -0.01307, -0.22837], [2.73771, -3.01463, 3.63545], [-2.30646, 2.49470, -0.95688], [1.91419, 2.30593, 0.64616], [-0.45552, 1.22129, -6.43896], [-4.87373, 0.55123, -2.59071], [-2.89649, -2.00725, 2.69639], [1.09590, -1.87788, -4.95181], [1.24081, 1.78360, -5.08953], [-3.28133, -0.07549, -1.81870], [1.45821, 3.78483, 3.64456], [2.00124, -1.78058, 4.17488], [-0.45071, -0.34526, -4.92125], [4.63686, 1.85678, -3.67181], [-1.43106, -4.58585, -0.26582], [-2.89034, -6.29835, -0.20233], [2.89491, 4.53168, 4.36110], [-2.25982, -0.84547, -3.86814], [-4.91509, -2.56682, 5.39622], [2.14420, -0.53599, 5.96516], [0.52302, -2.12817, 4.39440], [-0.89389, -0.78350, -2.10055], [-0.27054, -5.76922, -3.00711], [3.99782, 3.48999, 0.95294], [1.14407, 1.44027, -4.07598], [-2.52364, 0.86320, 4.48383], [1.88639, 3.96082, -5.11522], [2.65870, 4.07897, -1.44021], [2.36298, 2.92760, 4.88993], [5.33821, 2.19017, 2.72579], [2.55009, 4.34493, -2.48768], [-0.37995, -4.96575, -1.92859], [-2.89734, -0.12060, 4.24416], [4.73679, 2.70298, 3.47371], [5.06483, 3.52880, -3.27738], [-0.63899, -0.41329, -7.06194], [-4.07002, 2.43820, 1.94502], [-3.21351, 2.89968, 0.94976], [2.61935, 1.82620, -1.08511], [-0.25352, -2.21491, -3.87059], [-4.22638, -2.03721, 4.75668], [-1.32067, -5.25351, -1.01757], [1.48397, 0.24112, 0.92401], [0.94259, 0.55921, -1.44339], [-0.12034, 0.19235, -6.31956], [-0.02675, -1.26008, 4.75737], [-3.59147, -1.45340, -1.45146], [0.94486, 0.13812, -6.52596], [3.31746, 2.94354, 2.93742], [0.41505, -2.93946, 5.11353], [3.79325, -2.79234, 3.48337], [2.65087, -3.84525, 4.33634], [-4.08466, -0.30734, 6.01756], [-2.97906, 2.14567, -0.18609], [-5.71225, 0.24345, -1.97649], [0.24703, 0.42315, -3.80130], [-3.60230, 0.91891, -0.32881]],
  "s_squared": 0.787,
  "multiplicity": 2,
  "de_lowest_kj_mol": 111.48,
  "lumo_ha": [0.08780, 0.06251],
  "charge": -1
}